C22H16N2O11P2V | wB97M-V/def2-TZVPD

Calculated values
F_max   0.0501 hartree/bohr
Charge   +1
E_HOMO   -11.2 eV
E_LUMO   -4.449 eV
Relative energy (zero: lowest compared OMol25 entry of this formula, charge and spin)   157.8 kcal per mole
HOMO-LUMO gap   6.72 eV
M   597.27 g/mol

Last column: natural (NBO) charge in e.
Positions of all 54 atoms, in Å:
V (0.563, -0.546, 1.355)  1.25
C (0.312, 2.670, 4.298)  -0.18
C (-0.099, 3.713, 3.570)  -0.20
C (-0.119, 3.778, 2.127)  -0.24
C (0.664, 3.057, 1.285)  0.31
C (0.946, 1.137, 2.496)  0.16
C (0.580, 1.335, 3.757)  -0.27
C (0.588, 3.034, -0.186)  -0.62
C (0.328, 4.178, -0.927)  0.33
C (0.631, 3.631, -3.324)  0.16
C (0.662, 2.284, -3.385)  -0.08
C (1.497, 1.638, -4.352)  -0.19
C (1.471, 0.317, -4.541)  -0.20
C (0.582, -0.506, -3.731)  -0.14
C (-0.225, 0.002, -2.841)  -0.27
C (-0.260, 1.463, -2.506)  -0.08
N (-0.095, 0.255, 0.079)  -0.83
H (0.101, 2.731, 5.386)  0.23
H (-0.624, 4.543, 3.979)  0.23
H (-0.753, 4.512, 1.615)  0.23
H (0.196, 0.522, 4.351)  0.24
H (0.231, 5.112, -0.356)  0.22
H (1.148, 4.289, -4.076)  0.23
H (2.228, 2.305, -4.802)  0.23
H (2.164, -0.175, -5.217)  0.24
H (0.620, -1.595, -3.883)  0.24
H (-0.831, -0.613, -2.213)  0.23
O (4.217, 0.730, 0.035)  -0.97
P (3.052, -0.241, -0.371)  2.57
O (3.323, -1.398, -1.188)  -1.04
O (2.263, -0.521, 0.938)  -0.88
O (2.093, 0.860, -1.152)  -1.07
P (0.636, 1.402, -0.871)  2.07
O (-1.505, 2.101, -2.312)  -0.70
O (0.070, 4.360, -2.231)  -0.46
O (1.615, 2.136, 1.757)  -0.54
H (5.090, 0.296, 0.030)  0.54
H (-2.218, 1.704, -2.845)  0.51
O (-1.048, -0.751, 2.487)  -0.57
C (-1.884, -1.674, 2.260)  0.46
C (-1.748, -2.837, 1.470)  -0.32
C (-2.857, -3.659, 1.373)  -0.07
C (-2.689, -4.944, 1.015)  -0.04
C (-1.469, -5.372, 0.495)  -0.07
C (-0.351, -4.566, 0.482)  -0.32
C (-0.445, -3.300, 1.031)  0.53
O (0.516, -2.443, 1.182)  -0.64
N (-3.659, -6.019, 1.211)  0.54
O (-4.792, -5.689, 1.490)  -0.35
O (-3.222, -7.141, 1.055)  -0.36
H (-2.848, -1.460, 2.741)  0.19
H (-3.779, -3.303, 1.730)  0.25
H (-1.453, -6.382, 0.062)  0.27
H (0.584, -4.958, 0.167)  0.25